[1]
The following is a DFT calculation (the ωB97M-V functional and the def2-TZVPD basis) of 5 unconnected molecules or ions with the total composition C26H54F4N5O10S4 at a distorted geometry.

Computed properties:
HOMO energy (Ha): -0.314
Max |F| (eV/A): 14.041
Calculated total energy (eV): -109949.8786
Net charge: +1

```
103
Properties=species:S:1:pos:R:3:lowdin_charge:R:1
C -12.33 -27.65 22.89 0.004
C -11.95 -27.74 24.36 -0.406
C -11.12 -26.52 24.90 -0.126
C -11.86 -25.18 25.25 -0.112
C -12.77 -25.56 26.45 -0.097
C -13.86 -26.65 26.04 -0.419
N -13.18 -27.84 25.33 0.171
O -13.91 -29.05 25.22 0.155
C -14.89 -26.06 25.13 -0.018
C -14.63 -27.20 27.28 -0.019
C -11.04 -28.96 24.59 -0.020
H -13.12 -26.89 22.93 0.070
H -12.74 -28.54 22.41 0.105
H -11.60 -27.18 22.24 0.114
H -10.30 -26.26 24.22 0.133
H -10.51 -26.83 25.74 0.110
H -12.48 -25.02 24.37 0.101
H -11.23 -24.30 25.40 0.131
H -13.34 -24.74 26.88 0.128
H -12.23 -25.94 27.32 0.122
H -14.56 -25.76 24.13 0.084
H -15.31 -25.15 25.56 0.122
H -15.68 -26.80 24.99 0.101
H -14.04 -27.87 27.89 0.094
H -15.55 -27.75 27.09 0.087
H -15.05 -26.42 27.93 0.105
H -10.45 -29.29 23.73 0.104
H -11.57 -29.90 24.79 0.086
H -10.34 -28.83 25.41 0.089
C -16.70 -22.13 14.63 0.007
C -16.19 -21.32 15.84 -0.398
C -16.88 -19.98 16.22 -0.133
C -18.25 -20.24 16.86 -0.150
C -18.11 -21.06 18.19 -0.122
C -17.35 -22.38 18.06 -0.430
N -16.14 -22.17 17.10 0.167
O -15.25 -23.25 17.08 0.161
C -18.33 -23.37 17.43 0.004
C -16.89 -22.81 19.48 0.003
C -14.70 -20.77 15.52 0.005
H -17.78 -22.27 14.64 0.078
H -16.17 -23.08 14.54 0.099
H -16.62 -21.66 13.65 0.106
H -16.83 -19.30 15.37 0.136
H -16.44 -19.44 17.06 0.130
H -18.88 -20.77 16.14 0.104
H -18.64 -19.25 17.11 0.127
H -19.12 -21.18 18.57 0.138
H -17.56 -20.45 18.89 0.128
H -18.64 -22.89 16.50 0.063
H -19.26 -23.50 17.97 0.119
H -17.81 -24.24 17.03 0.101
H -16.25 -23.69 19.48 0.089
H -17.74 -22.85 20.17 0.106
H -16.37 -21.98 19.96 0.092
H -14.08 -21.62 15.24 0.084
H -14.32 -20.22 16.38 0.093
H -14.75 -20.10 14.67 0.095
C -12.54 -14.38 16.77 -0.073
C -11.17 -15.11 16.68 -0.213
C -10.26 -14.86 17.90 -0.062
N -8.90 -15.65 17.90 -0.239
C -9.02 -17.16 17.73 0.017
C -8.12 -15.50 19.21 -0.106
C -6.67 -15.28 18.91 -0.130
C -6.85 -14.58 17.58 -0.175
C -8.01 -15.14 16.80 -0.112
H -13.16 -14.61 15.90 0.073
H -12.43 -13.30 16.62 0.074
H -13.02 -14.51 17.74 0.086
H -10.72 -14.94 15.71 0.101
H -11.37 -16.18 16.65 0.100
H -10.71 -15.18 18.84 0.147
H -9.82 -13.87 18.06 0.136
H -9.25 -17.44 16.70 0.102
H -9.72 -17.57 18.47 0.118
H -8.02 -17.56 17.88 0.104
H -8.39 -16.31 19.89 0.148
H -8.62 -14.60 19.58 0.137
H -6.23 -16.27 18.83 0.119
H -6.04 -14.73 19.60 0.139
H -5.91 -14.50 17.03 0.128
H -7.16 -13.55 17.77 0.123
H -7.48 -15.99 16.35 0.123
H -8.44 -14.64 15.93 0.139
N -13.24 -20.01 20.24 -0.274
S -13.34 -18.76 20.96 0.336
O -12.13 -17.98 21.26 -0.306
O -14.35 -18.63 22.00 -0.290
F -13.89 -17.82 19.78 -0.229
S -12.23 -20.71 21.43 0.582
O -12.61 -20.69 22.82 -0.261
O -10.81 -20.82 21.14 -0.301
F -12.60 -22.23 21.00 -0.260
N -12.65 -12.56 24.48 -0.245
S -11.89 -13.80 24.33 0.404
O -10.77 -13.76 23.36 -0.355
O -12.52 -15.14 24.61 -0.330
F -11.05 -13.71 25.70 -0.237
S -13.95 -13.18 23.53 0.570
O -14.97 -13.84 24.34 -0.291
O -13.72 -13.48 22.15 -0.291
F -14.65 -11.75 23.35 -0.224
```

[2]
The following is a DFT calculation (the ωB97M-V functional and the def2-TZVPD basis) of a molecular structure, C26H54N2O14S2 at a distorted geometry.

Computed properties:
Energy relative to the best compared isomer or geometry (same formula, charge and spin) (kJ/mol): 261.3
HOMO energy (Ha): -0.319
Max |F| (eV/A): 4.064
Calculated total energy (eV): -81147.0456

```
98
Properties=species:S:1:pos:R:3:lowdin_charge:R:1
C -3.93 -2.15 5.40 0.014
C -4.61 -2.09 4.04 -0.500
O -4.04 -2.46 3.00 0.010
N -5.85 -1.56 4.06 0.028
C -6.76 -1.49 2.99 -0.087
H -3.36 -1.25 5.63 0.061
H -3.17 -2.93 5.50 0.084
H -4.62 -2.18 6.24 0.072
H -6.10 -0.98 4.84 0.105
H -7.06 -0.44 2.92 0.078
H -7.71 -2.01 3.15 0.077
H -6.39 -1.78 2.01 0.073
C -0.75 -3.12 0.90 0.004
C -0.78 -4.45 1.66 -0.487
O -0.02 -5.43 1.42 -0.002
N -1.68 -4.45 2.69 -0.001
C -2.17 -5.64 3.29 -0.099
H 0.23 -2.67 1.05 0.081
H -1.40 -2.41 1.40 0.048
H -0.95 -3.27 -0.16 0.081
H -2.37 -3.72 2.75 0.074
H -2.64 -5.48 4.26 0.070
H -1.33 -6.32 3.44 0.087
H -3.03 -6.10 2.81 0.084
C -9.69 -1.62 0.35 -0.157
C -10.13 -0.65 1.44 -0.193
O -9.80 0.63 0.98 -0.199
S -8.49 0.58 -0.07 0.758
O -7.21 0.12 0.49 -0.264
O -8.51 1.64 -1.07 -0.219
O -9.10 -0.82 -0.67 -0.219
H -10.49 -2.27 -0.01 0.133
H -8.88 -2.28 0.68 0.121
H -9.59 -0.88 2.36 0.109
H -11.20 -0.59 1.59 0.137
C -0.72 -0.46 7.59 -0.159
C 0.61 -0.02 8.25 -0.228
O 1.65 -0.80 7.76 -0.191
S 1.02 -2.31 7.54 0.764
O 0.61 -2.98 8.79 -0.249
O 1.83 -3.00 6.54 -0.230
O -0.24 -1.53 6.77 -0.226
H -1.18 0.10 6.78 0.124
H -1.43 -0.77 8.35 0.121
H 0.65 0.03 9.33 0.128
H 0.90 0.99 7.94 0.131
C -1.40 2.63 2.30 -0.160
C -2.58 1.66 2.11 -0.163
C -2.28 0.53 3.02 -0.219
O -1.31 1.03 3.88 -0.154
C -0.96 2.41 3.76 -0.170
H -1.57 3.67 2.02 0.108
H -0.64 2.29 1.60 0.109
H -2.69 1.47 1.04 0.112
H -3.48 2.13 2.50 0.106
H -1.83 -0.22 2.37 0.116
H -3.08 0.24 3.70 0.113
H 0.05 2.75 4.01 0.118
H -1.61 3.01 4.39 0.101
C -5.41 -1.13 -2.15 -0.119
C -4.13 -1.64 -1.39 -0.163
C -4.55 -2.91 -0.72 -0.219
O -5.52 -3.42 -1.62 -0.153
C -5.88 -2.50 -2.67 -0.188
H -5.12 -0.55 -3.03 0.111
H -6.12 -0.70 -1.44 0.077
H -3.70 -0.97 -0.65 0.101
H -3.32 -1.88 -2.08 0.110
H -5.04 -2.68 0.23 0.096
H -3.84 -3.71 -0.55 0.121
H -6.90 -2.50 -3.05 0.112
H -5.31 -2.79 -3.55 0.108
C -4.66 2.03 7.75 -0.167
C -5.09 2.85 6.58 -0.156
C -6.10 1.93 5.88 -0.144
O -5.53 0.62 6.13 -0.190
C -5.09 0.58 7.44 -0.207
H -5.26 2.33 8.61 0.109
H -3.63 2.03 8.09 0.108
H -4.22 3.03 5.95 0.106
H -5.44 3.84 6.88 0.116
H -6.14 2.17 4.82 0.122
H -7.11 1.87 6.27 0.117
H -4.26 -0.12 7.51 0.103
H -5.97 0.27 8.01 0.117
C -9.24 -1.59 8.45 -0.154
C -10.04 -0.27 8.03 -0.107
C -9.88 -0.35 6.48 -0.185
O -8.72 -1.15 6.23 -0.161
C -8.72 -2.14 7.23 -0.278
H -9.57 -2.47 9.00 0.121
H -8.39 -1.16 8.97 0.102
H -9.65 0.65 8.48 0.097
H -11.08 -0.22 8.35 0.098
H -9.82 0.67 6.09 0.111
H -10.71 -0.85 5.98 0.114
H -7.69 -2.51 7.29 0.126
H -9.27 -2.96 6.77 0.123
```